Run i
{
  "formula": "C9H14",
  "method": "the ωB97M-V functional and the def2-TZVPD basis",
  "homo_ev": -9.01,
  "mol_weight_g_mol": 122.2,
  "homo_lumo_gap_ev": 10.0,
  "smiles": "Cc1ccccc1.CC",
  "species": ["C", "C", "H", "H", "H", "H", "H", "H", "C", "C", "C", "C", "C", "C", "C", "H", "H", "H", "H", "H", "H", "H", "H"],
  "positions_angstrom": [[1.84, 2.29, 1.51], [0.41, 2.86, 1.43], [1.89, 1.68, 2.41], [2.05, 1.51, 0.77], [2.63, 3.03, 1.57], [-0.19, 2.42, 0.64], [0.44, 3.94, 1.29], [-0.15, 2.57, 2.31], [1.42, -1.34, -1.73], [-0.29, -2.39, -0.19], [0.05, -1.36, -1.06], [-1.59, -2.43, 0.32], [-0.87, -0.37, -1.40], [-2.46, -1.39, 0.09], [-2.11, -0.37, -0.79], [0.53, -3.03, 0.09], [-1.91, -3.28, 0.91], [1.91, -0.38, -1.51], [1.25, -1.23, -2.81], [-0.59, 0.46, -2.03], [-3.45, -1.39, 0.53], [-2.82, 0.42, -0.92], [1.99, -2.21, -1.43]]
}

Run ii
{
  "formula": "C9H14",
  "method": "the ωB97M-V functional and the def2-TZVPD basis",
  "homo_ev": -8.92,
  "mol_weight_g_mol": 122.2,
  "homo_lumo_gap_ev": 9.9,
  "smiles": "Cc1ccccc1.CC",
  "species": ["C", "C", "H", "H", "H", "H", "H", "H", "C", "C", "C", "C", "C", "C", "C", "H", "H", "H", "H", "H", "H", "H", "H"],
  "positions_angstrom": [[-0.54, -4.10, 0.18], [-0.01, -2.74, -0.23], [-1.21, -4.00, 1.05], [-1.00, -4.66, -0.64], [0.26, -4.74, 0.61], [-0.07, -2.49, -1.29], [-0.57, -1.93, 0.26], [1.06, -2.59, 0.06], [2.18, 0.17, -0.48], [-0.28, 0.53, -0.94], [0.91, 0.92, -0.25], [-1.48, 1.02, -0.52], [-1.57, 1.90, 0.58], [0.85, 1.95, 0.65], [-0.40, 2.35, 1.14], [-0.28, -0.16, -1.76], [-2.43, 0.84, -1.05], [2.13, -0.94, -0.33], [2.95, 0.54, 0.24], [-2.50, 2.34, 0.90], [1.75, 2.46, 1.02], [-0.42, 3.22, 1.81], [2.60, 0.29, -1.48]]
}

Of them, run i has the highest stability.

Run i
{
  "formula": "C9H14",
  "method": "the ωB97M-V functional and the def2-TZVPD basis",
  "homo_ev": -8.10,
  "mol_weight_g_mol": 122.2,
  "homo_lumo_gap_ev": 8.7,
  "species": ["C", "C", "C", "C", "C", "C", "C", "C", "C", "H", "H", "H", "H", "H", "H", "H", "H", "H", "H", "H", "H", "H", "H"],
  "positions_angstrom": [[-1.02, 0.25, 0.23], [-1.48, -0.84, 1.18], [-1.74, 0.23, -1.10], [-1.14, 1.63, 0.87], [0.84, -1.52, -1.38], [0.79, -0.46, -0.39], [1.22, 0.35, 0.45], [3.25, -0.08, 0.10], [4.31, 0.50, 0.27], [1.36, 1.07, 1.22], [-2.53, -0.69, 1.44], [-1.41, -1.83, 0.72], [-0.90, -0.84, 2.10], [-2.79, 0.51, -0.95], [-1.31, 0.94, -1.80], [-1.76, -0.76, -1.55], [-0.70, 2.40, 0.24], [-0.70, 1.67, 1.86], [-2.20, 1.87, 1.00], [0.57, -1.15, -2.37], [1.88, -1.86, -1.40], [0.18, -2.34, -1.12], [5.27, 0.94, 0.39]]
}

Run ii
{
  "formula": "C9H14",
  "method": "the ωB97M-V functional and the def2-TZVPD basis",
  "homo_ev": -8.98,
  "mol_weight_g_mol": 122.2,
  "homo_lumo_gap_ev": 9.9,
  "smiles": "Cc1ccccc1.CC",
  "species": ["C", "C", "H", "H", "H", "H", "H", "H", "C", "C", "C", "C", "C", "C", "C", "H", "H", "H", "H", "H", "H", "H", "H"],
  "positions_angstrom": [[-2.02, -2.73, -1.40], [-0.91, -2.44, -2.50], [-2.32, -1.75, -0.94], [-2.93, -3.27, -1.52], [-1.50, -3.13, -0.53], [-0.08, -3.00, -2.12], [-1.28, -2.77, -3.45], [-0.67, -1.37, -2.45], [0.12, 1.87, -1.03], [1.55, 2.13, 2.47], [1.02, 2.55, 1.23], [1.19, 0.90, 2.96], [0.43, 1.61, 0.43], [0.80, -0.11, 2.04], [0.56, 0.23, 0.72], [2.05, 2.82, 3.16], [1.02, 3.58, 0.87], [1.31, 0.66, 4.00], [0.73, -1.12, 2.42], [0.39, 0.96, -1.61], [0.90, 2.55, -1.46], [0.48, -0.51, -0.06], [-0.83, 2.36, -1.24]]
}

Run iii
{
  "formula": "C9H14",
  "method": "the ωB97M-V functional and the def2-TZVPD basis",
  "homo_ev": -9.15,
  "mol_weight_g_mol": 122.2,
  "homo_lumo_gap_ev": 10.2,
  "smiles": "Cc1ccccc1.CC",
  "species": ["C", "C", "H", "H", "H", "H", "H", "H", "C", "C", "C", "C", "C", "C", "C", "H", "H", "H", "H", "H", "H", "H", "H"],
  "positions_angstrom": [[-1.27, -0.71, -2.63], [-0.49, 0.52, -3.17], [-0.69, -1.62, -2.78], [-1.37, -0.67, -1.55], [-2.10, -0.75, -3.34], [-0.80, 1.49, -2.80], [-0.51, 0.56, -4.26], [0.53, 0.30, -2.84], [-0.55, 1.97, 2.05], [1.37, -1.77, 1.05], [1.49, -0.66, 0.23], [0.68, -1.62, 2.24], [0.93, 0.55, 0.58], [0.03, -0.42, 2.58], [0.12, 0.66, 1.70], [1.75, -2.75, 0.81], [2.06, -0.77, -0.69], [0.47, -2.39, 2.98], [1.08, 1.43, -0.03], [-0.44, -0.30, 3.55], [0.16, 2.70, 2.44], [-1.42, 1.87, 2.70], [-1.04, 2.39, 1.18]]
}

Run iv
{
  "formula": "C9H14",
  "method": "the ωB97M-V functional and the def2-TZVPD basis",
  "homo_ev": -9.11,
  "mol_weight_g_mol": 122.2,
  "homo_lumo_gap_ev": 10.1,
  "smiles": "Cc1ccccc1.CC",
  "species": ["C", "C", "H", "H", "H", "H", "H", "H", "C", "C", "C", "C", "C", "C", "C", "H", "H", "H", "H", "H", "H", "H", "H"],
  "positions_angstrom": [[-0.61, 2.19, 1.56], [-0.78, 2.05, 3.09], [0.20, 2.87, 1.30], [-0.37, 1.20, 1.20], [-1.53, 2.51, 1.08], [-1.81, 1.89, 3.39], [-0.15, 1.24, 3.47], [-0.43, 2.95, 3.63], [-1.99, -0.74, -1.68], [0.49, -0.34, -1.94], [-0.58, -0.70, -1.15], [1.79, -0.43, -1.45], [-0.33, -1.18, 0.14], [2.04, -0.90, -0.17], [0.96, -1.29, 0.61], [0.38, -0.04, -2.97], [2.66, -0.12, -2.03], [-2.61, -1.32, -1.01], [-2.05, -1.20, -2.67], [-1.16, -1.54, 0.73], [3.05, -0.94, 0.18], [1.14, -1.63, 1.63], [-2.42, 0.26, -1.74]]
}

Of them, run iv has the highest stability.

Run i
{
  "formula": "C9H14",
  "method": "the ωB97M-V functional and the def2-TZVPD basis",
  "homo_ev": -8.89,
  "mol_weight_g_mol": 122.2,
  "homo_lumo_gap_ev": 9.9,
  "smiles": "Cc1ccccc1.CC",
  "species": ["C", "C", "C", "C", "C", "C", "C", "H", "H", "H", "H", "H", "H", "H", "H", "C", "C", "H", "H", "H", "H", "H", "H"],
  "positions_angstrom": [[0.67, 3.61, -0.82], [-1.47, -0.15, -0.90], [-2.05, 1.00, -1.45], [-0.22, -0.02, -0.20], [-1.43, 2.23, -1.42], [0.43, 1.18, -0.34], [-0.14, 2.34, -0.90], [-2.06, -1.04, -0.77], [-3.11, 0.78, -1.59], [0.12, -0.88, 0.40], [-1.95, 3.13, -1.74], [1.33, 1.36, 0.29], [0.90, 3.73, 0.31], [0.07, 4.49, -1.06], [1.55, 3.55, -1.43], [0.14, -2.99, 1.54], [1.64, -3.27, 1.31], [0.05, -1.93, 1.44], [-0.56, -3.51, 0.87], [0.03, -3.43, 2.56], [2.01, -4.31, 1.56], [1.83, -3.07, 0.27], [2.22, -2.80, 2.08]]
}

Run ii
{
  "formula": "C9H14",
  "method": "the ωB97M-V functional and the def2-TZVPD basis",
  "homo_ev": -8.96,
  "mol_weight_g_mol": 122.2,
  "homo_lumo_gap_ev": 9.9,
  "smiles": "Cc1ccccc1.CC",
  "species": ["C", "C", "C", "C", "C", "C", "C", "H", "H", "H", "H", "H", "H", "H", "H", "C", "C", "H", "H", "H", "H", "H", "H"],
  "positions_angstrom": [[-0.37, -0.55, -0.09], [3.40, -0.50, 0.07], [2.08, -0.16, 0.25], [3.81, -1.63, -0.62], [1.05, -0.99, -0.24], [2.78, -2.50, -0.98], [1.45, -2.24, -0.71], [4.09, 0.23, 0.48], [1.75, 0.84, 0.53], [4.83, -1.97, -0.70], [3.09, -3.36, -1.56], [-1.15, -1.31, -0.12], [-0.62, -0.01, -1.01], [0.65, -2.90, -1.03], [-0.48, 0.11, 0.76], [-2.81, 2.68, 0.45], [-3.77, 1.51, 0.73], [-1.91, 2.47, -0.11], [-3.41, 3.43, -0.07], [-2.48, 3.08, 1.41], [-4.28, 1.17, -0.17], [-3.24, 0.71, 1.24], [-4.45, 1.90, 1.48]]
}

Of them, run ii has the highest stability.